Molecular formula: C33H87N5O13
Method: DFT, ωB97M-V/def2-TZVPD

Each line ends with the Mulliken charge.
CARTESIAN COORDINATES (ANGSTROEM)
O: -2.06947 6.91547 1.68211  -0.27
O: 6.53089 2.25128 3.23349  -0.30
O: 1.68272 -2.57411 5.51945  -0.37
O: 1.50126 4.42079 -0.81840  -0.47
O: -2.45083 1.68714 1.68496  -0.45
O: 1.59374 2.14833 2.10351  -0.57
O: 0.67815 -0.30788 -3.42758  -0.63
O: 0.34729 -1.18995 1.23969  -0.22
O: 0.67838 -0.50092 -1.49815  0.41
O: -1.55969 -6.38985 -1.70304  -0.36
O: -3.01813 -0.54978 -2.55427  -0.54
O: -1.76992 -2.04187 0.11279  -0.31
O: -1.67142 -3.80329 -5.27525  -0.36
N: -0.05446 -3.75633 -1.68587  -0.50
N: -0.37863 -1.29161 4.04546  -0.37
N: 3.92858 0.93993 3.45417  -0.31
N: -1.66921 4.32604 0.21724  -0.28
N: -0.95676 -1.18305 -4.38674  0.02
C: 0.58407 2.22944 1.10454  0.15
C: -0.55428 -1.60912 -5.75839  -1.02
C: 4.98737 0.87168 4.49783  -0.39
C: 1.43348 1.10947 3.08802  -0.26
C: -0.92010 -0.71658 1.72296  -0.19
C: 0.68312 -1.87512 6.21802  -0.84
C: 0.20979 0.77963 -1.19619  -1.53
C: -2.93506 -1.56426 0.73482  -1.15
C: -1.64740 6.78238 0.30673  -0.89
C: 7.79128 2.57857 2.63069  -0.77
C: 1.80294 -0.83886 -3.99282  -1.04
C: -0.47856 -3.18236 -5.76812  -0.78
C: -4.06831 -0.26389 -1.64070  -0.73
C: -2.71610 8.12744 1.91587  -0.78
C: -1.40081 0.18094 -4.33732  -2.04
C: -0.90391 3.07415 0.41013  0.02
C: -0.22878 -2.26340 -1.77682  -0.12
C: -1.73768 1.79421 0.48094  -0.65
C: -3.43471 0.61391 1.70922  -1.40
C: -1.53975 -1.63452 -1.23378  -0.22
C: -1.82519 -7.75685 -1.75351  -0.81
C: 2.62816 1.16844 4.08618  -1.87
C: -2.18487 0.46856 -3.02653  0.37
C: -0.74389 -0.18334 3.14971  -1.09
C: 0.61436 4.09510 -1.86461  -1.17
C: 6.34632 0.96392 3.76953  -0.77
C: -0.67431 -4.42102 -2.83090  0.12
C: -0.78640 5.50957 0.13515  0.13
C: -0.64661 -5.97481 -2.70974  -0.95
C: 0.04514 -0.75422 5.35000  -0.11
C: 0.45178 -1.45119 -0.13167  0.23
C: 2.92135 -1.90193 5.55567  -1.15
C: -1.67678 -5.23813 -5.46493  -1.19
H: 3.66792 -2.52939 5.06883  0.37
H: 1.64245 -1.08385 -5.04274  0.28
H: -2.43182 -1.90854 -1.79700  1.95
H: -1.44312 0.67659 -2.25541  -0.32
H: 0.61520 -1.79993 -1.26595  -0.83
H: -0.88188 -8.30283 -1.76701  0.33
H: -1.68157 -1.73881 -3.95558  0.35
H: 4.26772 1.64075 2.81077  0.34
H: -0.04742 -0.66949 -0.70425  -0.87
H: 2.36704 4.61686 -1.18388  0.33
H: -0.25645 5.48563 -0.81704  0.12
H: -2.39921 1.64256 -0.37198  1.14
H: -1.41190 -0.55217 -1.21762  -0.61
H: 0.34815 -3.58493 -5.18281  0.46
H: 0.36379 -1.10243 -6.05592  0.44
H: -2.96627 -0.47624 0.67702  -0.78
H: 6.42143 0.17156 3.02481  0.35
H: -2.71145 -5.52237 -5.27317  0.31
H: 0.68760 1.56448 -1.78255  -0.30
H: -0.39931 2.45077 1.51935  1.25
H: 4.92315 1.74425 5.14790  0.29
H: -1.15957 0.89189 0.28167  -0.25
H: -0.49781 0.78949 -4.38589  0.57
H: -0.37012 -3.47488 -6.81252  0.64
H: 2.71764 2.15872 4.53277  0.53
H: -2.96901 -0.36590 1.60334  0.69
H: -3.84653 -1.91712 0.25230  0.40
H: 1.48369 -1.52261 -0.47540  0.39
H: 0.35569 -1.89493 3.70357  0.53
H: -0.04661 -2.07082 -2.83410  1.47
H: -0.27951 3.14715 1.30058  1.56
H: -2.56107 6.70799 -0.28298  0.39
H: -1.28797 -1.26275 -6.48627  0.48
H: -1.99418 8.89894 2.18368  0.26
H: -2.40167 4.49267 0.89240  0.54
H: 0.39131 0.98305 -0.14083  0.72
H: 0.35668 -6.26465 -2.39749  0.41
H: -0.07275 -2.64178 6.38828  0.38
H: 2.14825 -1.71892 -3.45028  0.26
H: 0.42781 4.97422 -2.48140  0.39
H: 2.82968 -0.88888 5.16399  0.32
H: -1.41369 -0.03080 1.03436  -0.38
H: -2.39585 -8.06573 -0.87770  0.26
H: -1.59893 -1.55886 1.85659  1.71
H: -2.88000 -1.82597 1.79150  0.76
H: 0.04668 0.56556 3.19701  -2.37
H: -3.61428 -0.14717 -0.65666  0.33
H: -0.11437 -0.75156 -3.73849  -0.46
H: -3.29754 8.43503 1.04672  0.34
H: -4.89428 -0.97454 -1.61177  0.30
H: -0.13049 -2.34586 -0.35210  0.43
H: -3.41985 7.93964 2.72678  0.24
H: 8.66519 2.17113 3.13898  0.31
H: -0.86561 0.78453 -1.37393  -0.39
H: -0.81219 -0.37033 5.90293  0.33
H: 0.84981 2.96748 0.34771  0.56
H: 0.99814 3.27305 -2.46881  0.46
H: 1.00099 -0.54877 -2.40105  2.12
H: -1.07098 -5.79761 -4.75212  0.65
H: -0.58165 -3.95565 -0.84776  0.58
H: 7.16805 0.74933 4.45278  0.52
H: -2.02132 0.47266 -5.18464  0.44
H: -0.81190 -6.36415 -3.71433  0.49
H: -2.46445 -8.07891 -2.57553  0.27
H: 7.90615 3.66093 2.57239  0.23
H: 7.83080 2.12668 1.63956  0.31
H: 1.43174 0.14716 2.57609  0.64
H: 2.54880 -0.04406 -4.00305  0.29
H: -0.18021 -4.10356 -3.74916  -0.45
H: -0.36684 3.93954 -1.41612  1.02
H: -1.43393 -5.50049 -6.49463  0.42
H: -1.14828 7.67936 -0.05987  0.52
H: 4.87787 -0.06008 5.05274  0.24
H: 1.06521 -1.46292 7.15194  0.43
H: 0.74878 0.06558 5.20543  -0.10
H: 0.41238 1.20883 3.45625  1.52
H: -0.21645 3.08614 -0.43566  -2.92
H: -0.04969 5.52645 0.93831  0.18
H: 3.28264 -1.76811 6.57531  0.49
H: -4.37357 0.75867 -1.86269  0.37
H: -1.70969 0.24111 3.42387  0.47
H: -2.76313 1.36741 -3.24048  0.59
H: 0.52613 1.28916 0.55625  -0.36
H: 2.50289 0.45540 4.90103  1.03
H: -3.96013 0.59939 2.66411  0.32
H: -1.71015 -4.08370 -2.79409  0.24
H: -4.19892 0.76713 0.94725  0.53

Properties
E_HOMO: -4.78 eV
LUMO energy: 0.3201 eV
Energy above the lowest of the compared OMol25 structures with the same formula, charge and spin: 54.939 eV
Gap between HOMO and LUMO: 5.10 eV
M: 762.1 g/mol
Calculated total energy: -2559.10033 Eh